No. 1
Below is one molecule with the formula C2H3BrN2O2, with properties calculated with the ωB97M-V functional and the def2-TZVPD basis.

```
10
Properties=species:S:1:pos:R:3:forces:R:3
N -2.0826 -0.7226 -0.1466 1.8 0.0 -1.1
O -2.6251 -0.8853 0.8859 -2.3 0.2 0.7
H 2.5173 -0.5082 0.6880 -1.4 0.6 -0.2
O -2.4221 -0.3853 -1.2534 -0.5 -0.8 1.1
C 1.8346 0.2791 0.2455 -2.0 -1.6 -0.2
H 2.1431 0.3727 -0.8139 -0.4 0.4 0.6
N -0.6873 -1.0500 0.0488 2.8 0.5 0.0
Br -0.6861 1.7729 -0.5679 1.2 -0.9 0.9
C 0.1338 -0.1007 0.0937 0.9 2.2 -1.1
H 1.8743 1.2273 0.8199 -0.1 -0.7 -0.6
```
Forces are in eV/Å.

Summary:
Orbital gap, eV: 10.11
Calculated total energy, hartree: -2911.825274
HOMO, eV: -10.43
Structure (SMILES): C/C(Br)=N/[N+](=O)[O-]
LUMO energy, eV: -0.32
ΔE to the lowest compared entry with this formula, charge and spin, kcal/mol: 32.3

***

No. 2
Below is C4H8O3 as an isolated structure, with properties calculated with the ωB97M-V functional and the def2-TZVPD basis.

```
15
Properties=species:S:1:pos:R:3:forces:R:3
H 0.4322 2.0760 2.0413 0.1 -0.2 0.0
H -1.8069 -0.3654 -1.2040 0.1 -0.2 0.0
H -1.9249 -2.5654 -1.9627 0.0 -0.2 0.1
C 0.2342 1.1077 -0.6838 0.3 0.8 0.0
H 0.6692 -1.5697 0.1765 -0.1 0.1 0.0
H 1.8920 1.0766 2.3882 -0.2 -0.2 -0.2
C -0.2137 -0.9407 0.1303 -0.1 -0.2 0.0
O 0.3053 2.2813 -0.8303 -0.1 -0.8 0.1
H -0.8368 -1.0112 1.0208 0.2 0.2 -0.1
H 1.8764 2.2124 1.0186 0.0 0.2 0.3
O -1.4330 -2.4242 -1.1452 -0.3 -0.2 -0.1
O 0.8259 0.5644 0.6268 0.0 0.1 -0.2
C -0.9768 -1.0815 -1.1685 0.1 0.4 -0.1
C 1.2717 1.5243 1.6081 0.1 0.3 0.2
H -0.3148 -0.8846 -2.0161 -0.1 -0.2 0.1
```
Forces are in eV/Å.

Summary:
Orbital gap (alpha / beta), eV: 8.35 / 8.34
Calculated total energy, hartree: -382.743889
HOMO (alpha / beta), eV: -8.36 / -8.36
LUMO energy (alpha / beta), eV: -0.02 / -0.02
ΔE to the lowest compared entry with this formula, charge and spin, kcal/mol: 138.6

***

No. 3
Below is one molecule with the formula C4H8O2, with properties calculated with the ωB97M-V functional and the def2-TZVPD basis.

```
14
Properties=species:S:1:pos:R:3:forces:R:3
H -0.8879 0.4672 -1.5825 0.3 0.0 0.5
C 1.7786 1.2350 0.1602 -2.7 2.1 -1.2
H -0.5625 -1.4365 1.0135 0.0 1.7 -0.7
H 0.4125 -1.6409 -0.2924 0.3 2.0 0.2
C -1.2117 -0.1126 -0.7062 1.3 -0.6 2.3
H 2.7628 0.8471 0.0902 1.3 -0.9 0.1
H 1.3820 -0.0155 1.6964 -0.6 -0.4 0.2
C 0.6983 0.3479 0.9140 1.9 1.9 0.6
H -0.0267 1.0505 1.4012 0.6 -0.5 -0.5
H -1.8231 0.4441 0.0074 0.5 1.0 -0.4
C -0.0748 -0.7384 0.2402 -1.2 -2.3 -1.4
O -2.1077 -1.0842 -1.0069 -3.3 1.2 2.2
O 1.6084 2.3586 -0.3269 -0.1 -2.3 1.2
H -1.9483 -1.7224 -1.6082 1.6 -2.8 -3.2
```
Forces are in eV/Å.

Summary:
Orbital gap, eV: 10.57
Calculated total energy, hartree: -307.618603
HOMO, eV: -9.81
Structure (SMILES): O=CCCCO
LUMO energy, eV: 0.76
ΔE to the lowest compared entry with this formula, charge and spin, kcal/mol: 58.9

***

No. 4
Below is C3H4NdO3 as an isolated structure, with properties calculated with the ωB97M-V functional and the def2-TZVPD basis.

```
11
Properties=species:S:1:pos:R:3:forces:R:3
H -1.9316 1.0203 -0.6231 0.3 -0.1 0.3
H -1.7136 -0.2228 0.6342 0.2 0.4 -0.1
O -0.5544 1.4907 0.8340 3.8 -0.3 1.5
O 0.5655 -1.2161 -0.3030 1.4 0.8 0.7
Nd 1.8115 1.3105 1.7547 -3.1 -0.5 -1.3
O 2.0557 -1.6777 1.2406 0.5 2.6 -0.7
H -0.8413 -0.7366 -1.6720 0.2 0.1 0.3
H 0.4063 0.5197 -1.4399 -0.1 -0.2 0.1
C 1.6200 -0.8310 0.4567 -2.2 -2.7 0.6
C -0.2450 -0.2028 -0.9197 -0.3 0.7 -0.8
C -1.1730 0.5458 0.0375 -0.6 -0.7 -0.5
```
Forces are in eV/Å.

Summary:
Orbital gap (alpha / beta), eV: 6.07 / 7.39
Calculated total energy, hartree: -903.467283
HOMO (alpha / beta), eV: -12.98 / -13.07
Multiplicity: 4
LUMO energy (alpha / beta), eV: -6.91 / -5.67
Charge: +1
ΔE to the lowest compared entry with this formula, charge and spin, kcal/mol: 49.4